(1)
C5H10N2O2 in the gas phase. Source: the Open Molecules 2025 dataset; level of theory: the ωB97M-V functional and the def2-TZVPD basis.

Geometry as XYZ:
```
19
C5H10N2O2 (the ωB97M-V functional and the def2-TZVPD basis)
C 0.14902 0.87287 -1.22625
C 0.85198 -0.66361 0.51256
C 1.48484 0.40398 1.39259
C -1.47591 0.32263 0.59744
C -0.44940 -0.21115 -0.38521
N 0.43687 0.49455 -2.40895
O -2.18366 -0.67658 1.14795
N -0.93484 -1.23075 -1.24760
O -1.63982 1.47801 0.87853
H -2.79672 -0.30306 1.80115
H 0.11424 1.88794 -0.83411
H 0.92261 1.15194 -3.00843
H -0.36264 -0.91036 -2.25736
H -1.09656 -2.09074 -0.73865
H 1.56938 -1.06280 -0.20704
H 0.46218 -1.48189 1.12261
H 1.94934 1.18998 0.79977
H 0.74257 0.86852 2.04068
H 2.25652 -0.03949 2.02032
```

net charge	0
orbital gap	0.3389	Eh
HOMO energy	-8.441	eV
relative energy (zero: lowest compared OMol25 entry of this formula, charge and spin)	200.3	kJ/mol


(2)
C5H10N2O2 in the gas phase. Source: the Open Molecules 2025 dataset; level of theory: the ωB97M-V functional and the def2-TZVPD basis.

Geometry as XYZ:
```
19
C5H10N2O2 (the ωB97M-V functional and the def2-TZVPD basis)
C -1.25396 1.49538 1.14007
C -0.59577 0.65983 -2.01169
N 0.04611 -0.67360 1.51897
C 0.50759 -1.31701 -0.74818
C -0.58417 0.29868 0.54857
C -0.33538 -0.02701 -0.71755
N 1.34929 -0.52782 2.05523
O 1.69186 -1.08181 -1.36905
O 0.06719 -2.44351 -0.59627
H 2.00544 -1.97585 -1.60814
H -0.31215 -1.63418 1.45789
H 1.66725 0.43764 1.95671
H 2.01941 -1.08651 1.52202
H -1.43664 2.27676 0.39895
H -2.22118 1.19845 1.56099
H -0.65932 1.91524 1.95759
H 0.34586 0.99024 -2.46330
H -1.23402 1.53772 -1.89686
H -1.06740 -0.04263 -2.70596
```

net charge	0
orbital gap	0.3123	Eh
HOMO energy	-7.805	eV
relative energy (zero: lowest compared OMol25 entry of this formula, charge and spin)	302.1	kJ/mol


(3)
C5H10N2O2 in the gas phase. Source: the Open Molecules 2025 dataset; level of theory: the ωB97M-V functional and the def2-TZVPD basis.

Geometry as XYZ:
```
19
C5H10N2O2 (the ωB97M-V functional and the def2-TZVPD basis)
C 1.67108 -0.01631 -0.61147
C 1.30955 0.95445 0.38190
C -1.15030 0.93880 1.36328
C -0.54906 -0.82441 -0.41970
C -0.33653 0.92818 0.05953
N -1.20115 -0.82389 -1.60394
O 2.31038 -1.14252 -0.40134
N -0.33127 -1.76862 0.41140
O -0.68792 1.68293 -0.88276
H 2.19176 -1.42710 0.52136
H 1.53691 0.21548 -1.66097
H -1.70875 -1.63535 -1.92156
H -1.44048 0.10085 -1.95074
H -0.74407 -2.66516 0.14517
H 1.51817 0.63077 1.40031
H 1.67113 1.96334 0.19026
H -0.83687 0.15447 2.04722
H -1.01870 1.92544 1.81360
H -2.20388 0.80865 1.11846
```

net charge	0
orbital gap	0.2721	Eh
HOMO energy	-7.953	eV
relative energy (zero: lowest compared OMol25 entry of this formula, charge and spin)	418.2	kJ/mol


(4)
C5H10N2O2S in the gas phase. Source: the Open Molecules 2025 dataset; level of theory: the ωB97M-V functional and the def2-TZVPD basis.

Geometry as XYZ:
```
20
C5H10N2O2S (the ωB97M-V functional and the def2-TZVPD basis)
C 2.06811 -0.57456 0.79286
C -0.48685 0.02579 0.88117
C 0.13460 -0.19757 -0.45443
C -1.24550 1.32346 1.27671
C -0.07641 0.92593 -1.42825
N 1.35171 -0.88433 -0.49569
N -0.97081 -1.39897 -1.17604
O -1.99913 -1.02647 -1.68020
O -0.52311 -2.51794 -1.04507
S 0.85565 -0.48205 2.18024
H 2.65658 -1.48321 0.84868
H 2.70172 0.33291 0.86820
H -1.27932 -0.77439 1.19133
H -1.68160 1.14086 2.19426
H -1.93081 1.61702 0.54224
H -0.48191 2.18856 1.24333
H -1.08452 0.91876 -1.82247
H 0.62881 0.84706 -2.29259
H 0.12390 1.88196 -0.93380
H 1.23890 -1.86281 -0.69047
```

net charge	0
orbital gap	0.3470	Eh
HOMO energy	-8.942	eV
relative energy (zero: lowest compared OMol25 entry of this formula, charge and spin)	303.9	kJ/mol


(5)
C5H10N2O4 in the gas phase. Source: the Open Molecules 2025 dataset; level of theory: the ωB97M-V functional and the def2-TZVPD basis.

Geometry as XYZ:
```
21
C5H10N2O4 (the ωB97M-V functional and the def2-TZVPD basis)
C 2.73008 -0.06175 0.40787
C 1.38769 0.61176 0.59581
C -0.99020 0.18724 0.44559
C -2.07041 -0.86302 0.61656
C -1.36346 1.17103 -0.65744
H 3.88021 -1.58239 -0.58034
H 2.27419 -0.97346 -1.38027
H 3.12806 -0.31720 1.37948
H 3.28050 0.81096 -0.05635
H 0.40760 -1.22408 0.03324
H -1.01646 0.89171 1.34011
H -0.70404 2.00903 -0.54618
H -1.33842 0.60046 -1.65806
H -3.09468 1.81477 -1.35643
H -3.10230 -2.22614 -0.38323
N 2.64922 -1.35752 -0.36137
N 0.35726 -0.28467 0.36327
O 1.15746 1.77925 0.90535
O -2.71167 -0.86105 1.60658
O -2.68672 1.66672 -0.30764
O -2.17392 -1.79163 -0.40656
```

net charge	0
orbital gap	0.3669	Eh
HOMO energy	-9.573	eV
relative energy (zero: lowest compared OMol25 entry of this formula, charge and spin)	270.3	kJ/mol


(6)
A molecular structure, C5H10N2OP. Source: the Open Molecules 2025 dataset; level of theory: the ωB97M-V functional and the def2-TZVPD basis.

Geometry as XYZ:
```
19
C5H10N2OP (the ωB97M-V functional and the def2-TZVPD basis)
C -1.81852 -0.30838 0.64836
C -0.95718 -1.18319 -0.27448
C -1.26036 1.07576 0.80648
C 0.39007 -0.56827 -0.79765
C 0.03520 1.27383 0.20312
N 1.05312 -0.33964 0.42293
N 0.24537 0.87835 -1.23308
O -2.83859 -0.80417 1.07559
P 2.69365 -0.36919 1.08036
H -0.74567 -2.12418 0.20189
H -1.61893 -1.38529 -1.10767
H -2.01861 1.77216 0.38054
H -1.22176 1.14783 1.94000
H 0.89797 -1.24615 -1.67191
H 0.52249 2.19450 0.44292
H 1.22469 1.06449 -1.52722
H -0.48977 1.14915 -1.92217
H 3.48310 -0.43892 -0.07663
H 2.42371 -1.78868 1.40860
```

net charge	+1
orbital gap	0.3425	Eh
HOMO energy	-13.420	eV


(7)
A molecular structure, C5H10N2P. Source: the Open Molecules 2025 dataset; level of theory: the ωB97M-V functional and the def2-TZVPD basis.

Geometry as XYZ:
```
18
C5H10N2P (the ωB97M-V functional and the def2-TZVPD basis)
C -0.51164 -1.18717 -0.14494
C 1.32081 -0.07729 1.10970
C 0.78939 1.04215 -0.93255
C 0.91664 -1.08991 0.06799
C 0.59406 1.10200 0.52206
N 0.91825 -0.35546 -1.18662
N -1.30237 -0.29681 0.35652
P -2.73724 0.42455 -0.27193
H -0.73206 -1.98434 -0.75952
H 1.07977 -0.33486 2.08460
H 2.35653 0.08285 0.97755
H -0.22354 1.34648 -1.33625
H 1.63071 1.58152 -1.26713
H 1.48600 -2.05065 0.20545
H 0.13120 1.89857 1.10945
H 0.98640 -0.69570 -2.09505
H -3.38808 0.05211 0.79596
H -3.27257 -0.47334 -1.19089
```

net charge	+1
orbital gap (alpha / beta)	0.2766 / 0.2766	Eh
HOMO energy (alpha / beta)	-12.885 / -12.884	eV
relative energy (zero: lowest compared OMol25 entry of this formula, charge and spin)	291.4	kJ/mol


(8)
2 unconnected molecules or ions with the total composition C5H10N2S. Source: the Open Molecules 2025 dataset; level of theory: the ωB97M-V functional and the def2-TZVPD basis.

Geometry as XYZ:
```
18
C5H10N2S (the ωB97M-V functional and the def2-TZVPD basis)
C -1.69572 0.29946 1.17404
C 0.31216 -0.74136 -0.92741
C -2.46113 1.44638 1.43503
C -0.48137 0.00397 -1.85329
C 2.16716 -1.27156 0.57025
N -1.10529 -0.65532 1.00529
N 1.46361 -0.27431 -0.32752
S 1.99817 1.25188 -0.55573
H 0.16258 -1.77020 -0.99840
H -3.36999 1.37976 0.76312
H -1.84586 2.25900 1.31688
H -2.81733 1.41625 2.55391
H 0.06866 0.62406 -2.52602
H -1.02686 0.77628 -1.19093
H -1.18400 -0.68863 -2.43058
H 2.91014 -1.81080 -0.03139
H 2.69975 -0.73787 1.39586
H 1.28914 -1.87844 1.01654
```

net charge	0
orbital gap (alpha / beta)	0.2819 / 0.2819	Eh
HOMO energy (alpha / beta)	-7.161 / -7.161	eV
relative energy (zero: lowest compared OMol25 entry of this formula, charge and spin)	292.0	kJ/mol


(9)
2 unconnected molecules or ions with the total composition C5H10N2S. Source: the Open Molecules 2025 dataset; level of theory: the ωB97M-V functional and the def2-TZVPD basis.

Geometry as XYZ:
```
18
C5H10N2S (the ωB97M-V functional and the def2-TZVPD basis)
C 2.28359 0.47690 -0.48420
C -0.32498 1.62944 -0.59648
C -0.95768 0.05057 1.36746
C 0.13873 0.95409 0.70979
C 1.40623 0.15046 0.63295
N 3.06641 0.68461 -1.32635
N -0.79476 -2.13578 -1.29914
S 2.00263 -1.05253 1.66709
H 0.53285 1.96313 -0.99397
H -0.69663 0.89159 -1.14269
H -1.02021 2.46152 -0.45118
H -1.79988 0.58488 1.41328
H -0.95365 -0.83378 0.76487
H -0.78266 -0.23238 2.39005
H 0.34264 1.83748 1.41563
H -1.76773 -2.53342 -1.45455
H -0.48491 -2.74621 -0.48277
H -0.19000 -2.15056 -2.12981
```

net charge	0
orbital gap (alpha / beta)	0.2906 / 0.2905	Eh
HOMO energy (alpha / beta)	-9.353 / -9.352	eV
relative energy (zero: lowest compared OMol25 entry of this formula, charge and spin)	230.2	kJ/mol


(10)
C5H10N2S in the gas phase. Source: the Open Molecules 2025 dataset; level of theory: the ωB97M-V functional and the def2-TZVPD basis.

Geometry as XYZ:
```
18
C5H10N2S (the ωB97M-V functional and the def2-TZVPD basis)
C 0.66989 1.57956 0.82236
C 1.55641 -0.87737 -0.66363
C 0.65392 -1.42180 0.44500
C -0.68712 -1.29612 0.39350
C -1.42502 -0.72132 -0.79775
H -0.11487 1.02150 1.23646
H 1.55391 1.41839 1.45790
H 0.39143 2.61851 0.89928
H 1.29162 2.25608 -0.95882
H 2.26600 -1.49336 -1.13097
H 1.03355 -1.90815 1.31032
H -1.21607 -1.65179 1.30100
H -0.69677 -0.31716 -1.49816
H -1.96494 -1.55360 -1.24209
H -3.33033 -0.03447 0.46353
N 0.93805 1.41512 -0.58251
N 1.57652 0.34316 -1.07644
S -2.49620 0.62283 -0.37900
```

net charge	0
orbital gap	0.3419	Eh
HOMO energy	-8.469	eV
relative energy (zero: lowest compared OMol25 entry of this formula, charge and spin)	264.5	kJ/mol


(11)
A gas-phase ion, C5H10N3 (charge +1). Source: the Open Molecules 2025 dataset; level of theory: the ωB97M-V functional and the def2-TZVPD basis.

Geometry as XYZ:
```
18
C5H10N3 (the ωB97M-V functional and the def2-TZVPD basis)
C -1.17422 0.53687 -0.03145
C -2.57113 0.25780 0.19162
C -0.07298 -0.76888 -0.64647
C 0.87489 1.43477 -0.13836
C 1.97795 -0.67343 0.64652
N -0.47902 1.54945 0.15329
N -2.94929 -0.93721 0.08496
N 1.19389 -0.07419 -0.44624
H -3.18009 1.12911 0.45193
H -0.22054 -1.63313 -0.01791
H -0.33886 -0.94251 -1.67794
H 1.12359 2.05426 -1.00668
H 1.47878 1.76286 0.71101
H 1.42069 -0.58547 1.57903
H 2.15645 -1.72885 0.43599
H 2.93930 -0.17167 0.75281
H -3.93452 -1.11812 0.25788
H 1.75513 -0.09170 -1.29998
```

net charge	+1
orbital gap	0.3845	Eh
HOMO energy	-14.301	eV
relative energy (zero: lowest compared OMol25 entry of this formula, charge and spin)	244.4	kJ/mol


(12)
A gas-phase ion, C5H10N3 (charge +1). Source: the Open Molecules 2025 dataset; level of theory: the ωB97M-V functional and the def2-TZVPD basis.

Geometry as XYZ:
```
18
C5H10N3 (the ωB97M-V functional and the def2-TZVPD basis)
C 0.14492 1.67995 0.15556
C -0.82424 1.01251 0.75855
C 1.71179 -0.28940 0.03104
C 1.29119 1.08479 -0.52529
C -1.29566 -0.81393 -0.72887
N 2.90513 -0.67932 -0.12417
N 0.75926 -0.96040 0.81535
N -0.82582 -0.39180 0.62180
H 0.22984 2.70924 0.42708
H -1.70214 1.58662 1.13574
H 1.21588 0.95318 -1.64973
H 2.20170 1.70774 -0.49293
H -2.31596 -0.94331 -0.81221
H -1.06353 0.02520 -1.38137
H -0.75776 -1.71700 -1.17845
H 3.17666 -1.63014 0.08326
H 0.84904 -0.90598 1.83174
H -1.40150 -1.02929 1.16293
```

net charge	+1
orbital gap	0.3703	Eh
HOMO energy	-14.191	eV
relative energy (zero: lowest compared OMol25 entry of this formula, charge and spin)	428.0	kJ/mol


(13)
A gas-phase ion, C5H10N3 (charge +1). Source: the Open Molecules 2025 dataset; level of theory: the ωB97M-V functional and the def2-TZVPD basis.

Geometry as XYZ:
```
18
C5H10N3 (the ωB97M-V functional and the def2-TZVPD basis)
C -1.38241 1.62717 -0.75737
C -0.10720 1.92442 -0.77682
C -2.59855 1.26576 -0.95925
C -0.21764 -2.34935 0.87965
C 0.77464 -1.27888 0.46217
N 0.74908 0.86856 -0.31961
N 0.22497 -0.24781 -0.20259
N 1.97566 1.09084 0.10474
H -3.30903 1.23052 -0.21104
H 0.15519 2.96815 -0.72157
H -2.98279 0.96064 -2.02371
H -0.48775 -2.93231 0.00201
H -1.06095 -1.85277 1.37020
H 0.43034 -2.94515 1.58274
H 1.59606 -1.68017 -0.10426
H 1.45809 -0.89505 1.29904
H 2.37955 0.26640 0.51852
H 2.40275 1.97904 -0.14286
```

net charge	+1
orbital gap	0.3465	Eh
HOMO energy	-14.237	eV
relative energy (zero: lowest compared OMol25 entry of this formula, charge and spin)	576.5	kJ/mol


(14)
A gas-phase ion, C5H10N3 (charge +1). Source: the Open Molecules 2025 dataset; level of theory: the ωB97M-V functional and the def2-TZVPD basis.

Geometry as XYZ:
```
18
C5H10N3 (the ωB97M-V functional and the def2-TZVPD basis)
C -4.45621 -0.14352 -0.27497
C -2.15140 0.63144 -0.01141
C 1.31174 0.30290 -0.08843
C 2.50126 1.22228 -0.03490
C 1.52900 -1.11591 -0.36656
N -3.39441 0.30917 0.20541
N 0.19291 0.91854 0.30644
N -0.95910 0.13339 0.46560
H -5.40378 0.10566 0.31827
H -4.55798 -0.56401 -1.20411
H -2.06093 1.62448 -0.61383
H 3.04367 1.37700 -0.95566
H 3.17547 0.67480 0.50371
H 2.41373 2.19906 0.38788
H 2.48130 -1.17486 -0.82030
H 0.83098 -1.25625 -1.13684
H 1.51538 -1.72176 0.58630
H -1.00196 -0.61436 1.13928
```

net charge	+1
orbital gap	0.3355	Eh
HOMO energy	-13.541	eV
relative energy (zero: lowest compared OMol25 entry of this formula, charge and spin)	383.9	kJ/mol